No. 1
Molecular formula: C42H47BrCl2F14PPtS2Si
Method: DFT, the ωB97M-V functional and the def2-TZVPD basis

Cartesian coordinates (Å):
Pt -0.76 0.90 0.67
Cl -0.04 -0.40 2.78
C -1.35 -1.64 2.81
Cl -2.27 -1.61 1.32
H -1.99 -1.41 3.65
H -0.86 -2.60 2.92
C 1.30 5.28 -2.16
S 1.42 4.37 -0.62
C 1.98 5.61 0.55
H 2.20 5.83 -2.37
H 0.46 5.96 -2.03
H 1.08 4.56 -2.95
H 1.15 6.29 0.73
H 2.83 6.15 0.13
H 2.25 5.10 1.46
F -7.69 -1.10 1.86
C -7.63 -0.39 0.73
F -8.62 0.51 0.75
F -7.83 -1.22 -0.30
C -6.29 0.32 0.61
C -5.61 0.70 1.76
C -4.41 1.36 1.65
C -3.89 1.66 0.38
C -4.59 1.29 -0.77
C -5.79 0.61 -0.65
P -2.28 2.44 0.29
C -2.23 3.76 1.50
C -3.34 4.58 1.70
C -3.27 5.63 2.60
C -2.10 5.85 3.32
C -1.00 5.02 3.15
C -1.06 3.98 2.24
C -2.03 6.97 4.34
F -2.81 7.99 3.98
F -0.78 7.42 4.46
F -2.44 6.53 5.53
C -2.06 3.14 -1.36
C -1.63 2.30 -2.39
C -1.46 2.80 -3.67
C -1.71 4.14 -3.92
C -2.15 4.99 -2.90
C -2.32 4.49 -1.62
C -1.52 4.73 -5.30
F -0.83 3.89 -6.09
F -2.68 5.00 -5.88
F -0.82 5.87 -5.21
H -6.02 0.47 2.73
H -3.87 1.66 2.54
H -4.20 1.52 -1.75
H -6.34 0.32 -1.54
H -4.26 4.41 1.15
H -4.12 6.28 2.75
H -0.10 5.19 3.73
H -0.21 3.31 2.11
H -1.44 1.25 -2.19
H -1.13 2.16 -4.47
H -2.36 6.03 -3.12
H -2.65 5.15 -0.83
F 8.55 4.96 -0.45
C 7.30 4.58 -0.52
C 6.88 3.43 0.13
F 7.74 2.71 0.81
C 5.56 3.05 0.05
F 5.17 1.94 0.68
C 4.62 3.77 -0.69
S 3.00 3.05 -0.69
C 5.07 4.93 -1.32
F 4.22 5.68 -2.03
C 6.38 5.34 -1.24
F 6.77 6.44 -1.85
C 3.26 -6.96 -1.36
C 2.72 -5.53 -1.46
C 3.87 -4.52 -1.47
C 1.98 -5.38 -2.82
Si 1.38 -5.15 -0.14
Br 1.17 -2.92 0.05
C 2.18 -5.64 1.88
C 3.61 -5.20 1.79
C 1.38 -4.84 2.86
C 1.97 -7.13 1.93
C -0.37 -5.90 -0.32
C -1.24 -5.78 0.93
C -1.09 -5.10 -1.43
C -0.29 -7.38 -0.75
H 3.88 -7.15 -2.24
H 2.47 -7.72 -1.35
H 3.90 -7.11 -0.49
H 4.53 -4.78 -2.30
H 4.47 -4.53 -0.57
H 3.51 -3.50 -1.64
H 2.73 -5.51 -3.61
H 1.54 -4.39 -2.95
H 1.22 -6.14 -2.97
H 3.71 -4.14 1.55
H 4.21 -5.80 1.10
H 4.05 -5.34 2.79
H 1.59 -3.77 2.79
H 1.70 -5.17 3.86
H 0.31 -5.03 2.81
H 2.43 -7.66 1.10
H 0.93 -7.41 2.02
H 2.47 -7.49 2.84
H -1.30 -4.74 1.28
H -0.91 -6.41 1.75
H -2.25 -6.09 0.67
H -1.28 -4.07 -1.12
H -2.05 -5.58 -1.61
H -0.56 -5.08 -2.38
H 0.22 -8.01 -0.03
H 0.19 -7.51 -1.72
H -1.31 -7.76 -0.85

Computed properties:
Electronic energy   -8066.70165 Ha
E_LUMO (alpha / beta)   -12.007 / -12.004 eV
Energy relative to the best compared isomer or geometry (same formula, charge and spin)   59.8 kcal per mole
HOMO (alpha / beta)   -13.947 / -13.948 eV
Charge   +3
F_max   1.642 eV/A

***

No. 2
Molecular formula: C4H7N3
Method: DFT, the ωB97M-V functional and the def2-TZVPD basis

Cartesian coordinates (Å):
C -0.58 -0.91 2.05
N 0.39 -0.91 0.98
C 0.39 -0.10 -0.14
N 1.22 -0.40 -1.14
N 0.88 0.46 -2.12
C -0.09 1.31 -1.77
C -0.43 1.02 -0.46
H -1.53 -0.46 1.75
H -0.79 -1.95 2.34
H -0.21 -0.39 2.94
H 0.94 -1.74 0.85
H 1.46 0.50 -2.95
H -0.54 1.99 -2.48
H -1.11 1.58 0.16

Computed properties:
Electronic energy   -320.86117 Ha
E_LUMO   1.116 eV
Energy relative to the best compared isomer or geometry (same formula, charge and spin)   13.9 kcal per mole
HOMO   -7.677 eV
SMILES   CNc1cc[nH]n1
F_max   0.333 eV/A

***

No. 3
Molecular formula: C5H22NO6
Method: DFT, the ωB97M-V functional and the def2-TZVPD basis

Cartesian coordinates (Å):
C 0.34 0.17 1.05
C 0.36 1.65 1.51
C 0.91 2.49 0.35
C 1.32 1.80 2.70
N -0.51 -0.63 1.91
C -0.74 -2.04 1.39
O 0.39 -2.71 1.04
H -0.05 0.16 0.04
H 1.36 -0.21 1.05
H -0.62 2.08 1.73
H 0.17 2.63 -0.45
H 1.72 2.01 -0.21
H 1.26 3.47 0.69
H 1.59 2.85 2.85
H 0.84 1.33 3.55
H 2.30 1.42 2.39
H -0.04 -0.74 2.82
H -1.25 -2.51 2.23
H -1.41 -1.85 0.53
H 1.87 -0.54 -2.85
H 1.13 -1.12 -1.63
O 1.26 -0.29 -2.14
H -1.88 0.88 -1.37
H -2.24 0.58 0.12
O -2.56 0.46 -0.77
H 0.03 0.80 -2.47
H -1.17 0.27 -3.17
O -0.84 1.11 -2.83
H -2.33 -1.12 -1.94
H -1.04 -2.06 -2.44
O -1.81 -1.50 -2.66
H 0.58 -3.57 -1.47
H 0.58 -2.68 -0.18
O 0.48 -2.61 -1.35

Computed properties:
Electronic energy   -709.95405 Ha
E_LUMO   3.378 eV
Energy relative to the best compared isomer or geometry (same formula, charge and spin)   24.1 kcal per mole
HOMO   -4.798 eV
Charge   -1
F_max   1.978 eV/A

***

No. 4
Molecular formula: C12H19IrO4P
Method: DFT, the ωB97M-V functional and the def2-TZVPD basis

Cartesian coordinates (Å):
Ir 0.00 -0.94 -0.15
O -3.06 -0.54 -0.79
C -1.97 -0.88 -0.58
C 1.83 -0.35 0.29
O 2.77 0.32 0.49
C -0.52 -0.29 1.64
O -0.83 0.36 2.56
C 0.46 -0.58 -2.07
O 0.70 0.18 -2.95
C -0.93 3.44 -0.83
H -1.23 3.26 -1.89
H -1.69 3.49 -0.03
C 0.36 3.62 -0.53
H 0.67 3.79 0.52
H 1.14 3.59 -1.33
C 0.35 -3.85 -2.20
C -0.62 -3.90 -1.00
P -0.05 -3.06 0.54
C -1.21 -3.02 2.00
C -1.61 -4.46 2.32
C 1.76 -3.42 0.79
C 2.00 -4.92 0.92
H 0.32 -2.87 -2.69
H 0.09 -4.60 -2.97
H 1.38 -4.02 -1.89
H -1.51 -3.29 -1.30
H -1.04 -4.95 -0.89
H -0.73 -2.56 2.89
H -2.09 -2.40 1.77
H -0.75 -4.96 2.79
H -2.45 -4.54 3.02
H -1.89 -4.98 1.40
H 2.29 -3.02 -0.11
H 2.18 -2.88 1.65
H 1.62 -5.45 0.04
H 3.06 -5.18 1.03
H 1.49 -5.29 1.82

Computed properties:
Electronic energy   -1213.81167 Ha
Multiplicity   5
E_LUMO (alpha / beta)   -10.878 / -18.020 eV
Expectation value of S²   6.017
Energy relative to the best compared isomer or geometry (same formula, charge and spin)   26.5 kcal per mole
HOMO (alpha / beta)   -17.166 / -20.989 eV
Charge   +3
F_max   8.226 eV/A

***

No. 5
Molecular formula: C4H10NOS
Method: DFT, the ωB97M-V functional and the def2-TZVPD basis

Cartesian coordinates (Å):
C -1.04 -1.21 -1.48
C 0.04 -0.50 -0.64
C -0.64 0.22 0.53
S -1.12 -0.91 1.88
N 0.69 0.48 -1.52
C 1.39 1.65 -0.87
O 2.18 1.34 0.10
H -1.50 -2.01 -0.90
H -1.80 -0.46 -1.73
H -0.66 -1.60 -2.43
H 0.78 -1.19 -0.22
H -0.03 1.03 0.94
H -1.40 0.85 0.02
H -2.06 -0.04 2.28
H 0.77 0.11 -2.45
H 1.80 2.18 -1.79
H 0.56 2.37 -0.64

Computed properties:
Electronic energy   -686.55439 Ha
E_LUMO   3.187 eV
Energy relative to the best compared isomer or geometry (same formula, charge and spin)   69.2 kcal per mole
HOMO   -2.500 eV
SMILES   C[C@H](CS)NC[O-]
Charge   -1
F_max   1.925 eV/A

***

No. 6
Molecular formula: C20H38BI2NO5S3
Method: DFT, the ωB97M-V functional and the def2-TZVPD basis

Cartesian coordinates (Å):
C -1.37 2.06 3.84
C -2.52 1.03 3.39
O -2.96 0.24 4.24
N -2.92 1.10 2.00
C -3.82 -0.01 1.60
C -2.98 -1.24 0.97
C -2.45 -0.74 -0.44
C -1.26 -1.62 -1.04
B -0.25 -0.57 -1.80
C 1.32 -0.43 -1.44
C 1.64 0.15 0.01
C 0.97 -0.64 1.21
S 1.75 -0.15 2.84
C -0.92 0.31 -2.98
I -1.32 -0.72 -4.88
C -1.28 1.67 -2.91
C -1.08 2.49 -1.58
I -2.13 2.75 -4.62
H -0.60 1.52 4.46
H -1.81 2.94 4.40
H -0.83 2.47 2.91
H -3.27 2.02 1.74
H -4.45 0.39 0.72
H -4.56 -0.33 2.39
H -3.68 -2.14 0.86
H -2.12 -1.47 1.69
H -3.28 -0.61 -1.22
H -2.02 0.31 -0.27
H -1.60 -2.36 -1.84
H -0.70 -2.23 -0.25
H 1.81 -1.45 -1.52
H 1.77 0.28 -2.22
H 1.42 1.26 0.10
H 2.77 0.06 0.15
H 1.02 -1.77 1.08
H -0.14 -0.38 1.24
H 1.28 -1.02 3.82
H -0.20 2.17 -0.94
H -0.97 3.60 -1.84
H -2.04 2.41 -0.97
C 1.97 2.81 6.55
C 1.06 3.73 7.36
C 1.51 5.17 7.10
S 2.25 5.17 5.47
O 3.66 5.47 5.60
O 1.39 5.90 4.56
C 2.06 3.43 5.16
H 1.59 1.79 6.51
H 2.97 2.77 7.00
H 0.03 3.60 7.02
H 1.09 3.49 8.42
H 0.68 5.86 7.12
H 2.28 5.48 7.81
H 2.90 3.06 4.57
H 1.13 3.28 4.61
C 1.77 -5.73 -7.88
C 2.42 -4.55 -7.14
C 1.33 -3.49 -6.92
S -0.22 -4.38 -6.84
O -1.03 -4.01 -7.98
O -0.73 -4.34 -5.49
C 0.46 -6.00 -7.15
H 2.42 -6.60 -7.88
H 1.57 -5.45 -8.92
H 2.80 -4.89 -6.18
H 3.26 -4.13 -7.70
H 1.48 -2.95 -5.99
H 1.27 -2.80 -7.76
H -0.24 -6.60 -7.73
H 0.65 -6.48 -6.18

Computed properties:
Electronic energy   -3030.51647 Ha
E_LUMO   -0.456 eV
HOMO   -8.723 eV
F_max   3.116 eV/A

***

Q: electronic energy of number 5 (C4H10NOS)?
A: -686.55439 Ha